#1
Below is C2H5Cl3NO as an isolated structure, with properties calculated with ωB97M-V/def2-TZVPD.

Last column: Löwdin charge in e.
CARTESIAN COORDINATES (ANGSTROEM)
1 C -0.7296 0.1936 -0.2944  -0.366
2 C 1.1148 0.8574 0.1555  -1.502
3 N -0.7643 -0.9406 0.6059  0.193
4 O -0.8236 -0.1833 -1.5554  0.006
5 Cl 1.4037 0.5521 1.8929  0.650
6 Cl 2.2171 -0.0209 -0.9044  0.664
7 Cl 1.1227 2.5766 -0.1333  0.637
8 H -1.4021 1.0043 -0.2459  0.144
9 H -0.7338 -1.7088 0.0324  0.125
10 H -1.6877 -0.9755 1.1666  0.231
11 H 0.1559 -0.9125 1.1972  0.083
12 H 0.1269 -0.4424 -1.9171  0.135

## Properties
HOMO energy: -14.78 eV
Net charge: +1
Spin multiplicity: 1
Molecular weight: 165.4 g mol⁻¹
Lowest unoccupied orbital energy: -3.6852 eV

***

#2
Below is a 2-piece molecular cluster, C2H5Cl3NO overall, with properties calculated with ωB97M-V/def2-TZVPD.

Last column: Löwdin charge in e.
CARTESIAN COORDINATES (ANGSTROEM)
1 C -0.5921 -0.2438 -0.4587  -0.289
2 C 1.5571 0.1220 0.0564  -1.459
3 N -1.2381 0.5699 0.5399  0.156
4 O -0.6824 -1.6055 -0.4540  0.014
5 Cl 2.0528 -1.5085 0.5629  0.617
6 Cl 2.3462 0.8278 -1.3141  0.629
7 Cl 1.3472 1.2535 1.4899  0.599
8 H -0.5527 0.2629 -1.3572  0.111
9 H -2.1712 0.9056 0.0624  0.243
10 H -0.5062 1.2952 0.7531  0.037
11 H -1.3057 0.0098 1.4167  0.191
12 H -0.2550 -1.8888 -1.2974  0.151

## Properties
HOMO energy: -13.52 eV
Net charge: +1
Spin multiplicity: 1
Molecular weight: 165.4 g mol⁻¹
Lowest unoccupied orbital energy: -4.0164 eV

***

The structure with the least stability is #2.

***

#1
Below is a 2-piece molecular cluster, H5N2O2P overall, with properties calculated with ωB97M-V/def2-TZVPD.

Last column: Löwdin charge in e.
CARTESIAN COORDINATES (ANGSTROEM)
1 N 1.8560 -0.5507 -0.2541  -0.113
2 O 1.3473 -0.1076 0.9552  -0.362
3 H 2.6165 0.0001 -0.5497  0.098
4 H 2.2892 -1.5068 -0.3652  0.156
5 H 1.0186 -0.2816 -0.9628  0.125
6 N -2.0777 0.7336 0.6935  -0.225
7 P -1.5824 -0.6844 -0.0466  0.763
8 O -0.7491 -0.1186 -1.1551  -0.560
9 H -2.6618 0.8656 1.5320  0.040
10 H -2.0566 1.6505 0.1528  0.080

## Properties
HOMO energy: -8.30 eV
Spin multiplicity: 1
Molecular weight: 96.0 g mol⁻¹
SMILES string: [NH3+][O-].NP=O
Lowest unoccupied orbital energy: 0.2503 eV

***

#2
Below is H5N2O2P as an isolated structure, with properties calculated with ωB97M-V/def2-TZVPD.

Last column: Löwdin charge in e.
CARTESIAN COORDINATES (ANGSTROEM)
1 N -0.9606 -0.3497 -0.2413  0.053
2 N 0.2550 -0.0015 1.0555  -0.207
3 O 1.5939 1.1501 -0.6927  -0.262
4 O 1.7299 -1.2950 -0.5754  -0.304
5 P 1.7818 -0.0514 0.4639  0.680
6 H -1.7658 -0.6879 0.2655  0.033
7 H -0.9310 0.5466 -0.6692  0.012
8 H -0.1741 -0.4386 1.8261  0.021
9 H 2.3489 1.6359 -0.7244  -0.037
10 H 0.9022 -1.5077 -0.9769  0.010

## Properties
HOMO energy: -9.54 eV
Spin multiplicity: 1
Molecular weight: 96.0 g mol⁻¹
Lowest unoccupied orbital energy: 0.4241 eV

***

The structure with the least stability is #1.

***

#1
Below is a 2-piece molecular cluster, C5H7Cl overall, with properties calculated with ωB97M-V/def2-TZVPD.

Last column: Löwdin charge in e.
CARTESIAN COORDINATES (ANGSTROEM)
1 C -0.3260 0.8930 0.0961  -0.273
2 C 0.0480 2.1525 0.1499  0.088
3 C -0.1391 -0.5152 0.6089  -0.309
4 C -1.2587 -0.1795 -0.3362  -0.772
5 C 1.0632 -1.3142 0.0826  -0.098
6 Cl -2.8801 -0.2576 -0.0500  0.690
7 H -0.4412 2.8520 -0.4696  0.059
8 H 0.8871 2.3577 0.6362  0.018
9 H -0.2898 -0.7609 1.6158  0.117
10 H -0.8532 -0.5710 -1.9488  0.234
11 H 0.9161 -2.3891 -0.0747  0.061
12 H 1.9436 -1.0643 0.7452  0.088
13 H 1.3301 -1.2033 -1.0555  0.097

## Properties
HOMO energy: -9.42 eV
Spin multiplicity: 1
Molecular weight: 102.6 g mol⁻¹
Lowest unoccupied orbital energy: 0.1904 eV

***

#2
Below is one molecule with the formula C5H7Cl, with properties calculated with ωB97M-V/def2-TZVPD.

Last column: Löwdin charge in e.
CARTESIAN COORDINATES (ANGSTROEM)
1 C -1.0447 -0.4954 -1.7048  -0.001
2 C -0.2618 0.4259 -1.1455  -0.695
3 Cl 0.5684 1.6578 -2.1357  0.608
4 C -0.0722 0.5364 0.2944  -0.362
5 C -0.0856 -0.6753 1.2561  -0.077
6 C 1.1873 0.2203 1.0777  -0.110
7 H -1.1140 -0.4713 -2.7708  0.047
8 H -1.6966 -1.1312 -1.0867  0.084
9 H -0.4884 1.4237 0.7444  0.130
10 H -0.5331 -0.5086 2.2377  0.095
11 H 0.0310 -1.6673 0.9360  0.077
12 H 1.4854 0.9084 1.8408  0.083
13 H 2.0244 -0.2234 0.4562  0.121

## Properties
HOMO energy: -9.46 eV
Spin multiplicity: 1
Molecular weight: 102.6 g mol⁻¹
SMILES string: C=C(Cl)C1CC1
Lowest unoccupied orbital energy: 1.0304 eV

***

The structure with the least stability is #1.

***

#1
Below is C45H40N3O3P2PbS as an isolated structure, with properties calculated with ωB97M-V/def2-TZVPD.

Last column: Löwdin charge in e.
CARTESIAN COORDINATES (ANGSTROEM)
1 Pb -0.5055 14.3827 16.1938  1.291
2 C -3.1319 14.5208 23.0005  -0.024
3 C -3.2057 14.4214 21.4928  -0.452
4 C -4.6911 14.2136 21.1667  -0.006
5 C -2.7949 15.6928 20.8176  -0.082
6 C -3.2378 16.9616 21.2563  -0.003
7 C -2.9060 18.1748 20.6875  -0.047
8 C -2.1638 18.1129 19.5218  -0.079
9 C -1.6635 16.9247 18.9944  -0.259
10 P -0.7875 17.0251 17.4011  0.983
11 C -2.0248 17.6884 16.2117  -0.384
12 C -3.3312 17.2738 16.2851  -0.110
13 C -4.2039 17.5934 15.2853  -0.057
14 C -3.8580 18.4959 14.2653  -0.078
15 C -2.6236 19.0395 14.2706  -0.088
16 C -1.6384 18.5879 15.1811  -0.079
17 C 0.4804 18.3058 17.7460  -0.389
18 C 1.7590 18.0723 18.2018  -0.099
19 C 2.6081 19.1250 18.4348  -0.077
20 C 2.1256 20.4130 18.2377  -0.076
21 C 0.8163 20.6546 17.8577  -0.042
22 C -0.0239 19.5482 17.6035  -0.152
23 C -1.9734 15.7082 19.6945  -0.150
24 O -1.3202 14.5453 19.2903  -0.051
25 C -1.5950 13.3075 19.9237  -0.147
26 C -0.9420 12.1459 19.4233  -0.301
27 C -1.0909 10.9266 20.1157  -0.062
28 C -1.9325 10.8607 21.2159  -0.054
29 C -2.6281 11.9728 21.6123  0.006
30 C -2.4065 13.2479 21.0188  -0.088
31 P -0.0314 12.0952 17.8995  1.001
32 C -0.5428 10.5243 17.0767  -0.340
33 C -1.6864 10.5535 16.2491  -0.091
34 C -2.0129 9.5455 15.3741  -0.081
35 C -1.2517 8.3958 15.3104  -0.050
36 C -0.2142 8.2614 16.2684  -0.069
37 C 0.1319 9.3055 17.0958  -0.123
38 C 1.6500 11.7145 18.5172  -0.359
39 C 2.6222 11.3551 17.5869  -0.103
40 C 3.9652 11.2500 17.9667  -0.067
41 C 4.2942 11.5809 19.2646  -0.082
42 C 3.3167 11.9276 20.1975  -0.071
43 C 1.9918 11.9194 19.8446  -0.087
44 H -3.6767 15.3605 23.4014  0.082
45 H -2.1106 14.5551 23.3069  0.094
46 H -3.5294 13.6120 23.4865  0.093
47 H -5.2560 15.0668 21.5637  0.096
48 H -5.1342 13.3156 21.6182  0.096
49 H -4.8592 14.1503 20.0944  0.090
50 H -3.9097 17.0597 22.1100  0.119
51 H -3.3452 19.0918 21.0379  0.113
52 H -2.0537 19.0319 18.9359  0.103
53 H -3.6406 16.6094 17.0742  0.106
54 H -5.2545 17.2661 15.3203  0.125
55 H -4.5391 18.7119 13.4337  0.121
56 H -2.3810 19.8715 13.5745  0.123
57 H -0.6136 18.9869 15.1579  0.106
58 H 2.0218 17.0035 18.3553  0.118
59 H 3.6346 18.8632 18.7729  0.125
60 H 2.8091 21.2586 18.3743  0.115
61 H 0.3858 21.6452 17.7072  0.115
62 H -1.0628 19.7730 17.3093  0.104
63 H -0.6694 10.0106 19.6833  0.118
64 H -2.1945 9.9482 21.7212  0.112
65 H -3.3509 11.8925 22.4102  0.114
66 H -2.3002 11.4343 16.2072  0.079
67 H -2.9163 9.6325 14.7546  0.123
68 H -1.4780 7.5962 14.6123  0.110
69 H 0.4391 7.3845 16.3714  0.114
70 H 0.9572 9.0793 17.8183  0.126
71 H 2.3077 11.0838 16.5873  0.104
72 H 4.6857 10.8260 17.2848  0.107
73 H 5.3349 11.6120 19.5695  0.109
74 H 3.6550 12.2153 21.2172  0.125
75 H 1.2626 12.0450 20.6157  0.099
76 N -5.6573 12.9890 16.6215  0.166
77 C -4.4488 13.4512 16.1586  -0.518
78 O -3.4908 13.7605 16.9273  -0.109
79 C -4.3244 13.6114 14.7222  -0.230
80 C -3.1081 14.0500 14.2073  -0.243
81 N -2.0230 14.4099 13.8488  0.050
82 C -5.2983 13.1578 13.7969  -0.229
83 N -6.1929 12.7891 13.0829  0.119
84 H -6.3086 12.4579 16.0308  0.111
85 H -5.7068 12.7112 17.5908  0.099
86 C 1.0894 15.8180 13.0773  -0.216
87 S 1.8618 14.2270 13.5940  0.920
88 C 3.5767 14.7945 13.7997  -0.231
89 O 1.4779 13.9397 15.0704  -0.803
90 H 1.2545 16.5398 13.8243  0.038
91 H 0.0438 15.6461 12.9732  0.007
92 H 1.5426 16.1201 12.1268  0.074
93 H 3.6329 15.4715 14.6697  0.072
94 H 3.8733 15.2999 12.8683  0.066
95 H 4.2010 13.9316 14.0175  0.056

## Properties
HOMO energy: -9.78 eV
Net charge: +1
Spin multiplicity: 1
Molecular weight: 972.0 g mol⁻¹
Lowest unoccupied orbital energy: -2.7556 eV

***

#2
Below is C45H40N3O3P2PbS as an isolated structure, with properties calculated with ωB97M-V/def2-TZVPD.

Last column: Löwdin charge in e.
CARTESIAN COORDINATES (ANGSTROEM)
1 Pb -0.1612 -0.4339 -1.3528  1.320
2 C 1.9664 0.7193 5.3146  -0.020
3 C 0.7417 1.3089 4.5263  -0.421
4 C -0.0392 2.3223 5.3687  -0.020
5 C -0.1077 0.1340 4.0709  -0.090
6 C -0.6959 -0.6910 5.0699  -0.016
7 C -1.5865 -1.6901 4.7761  -0.056
8 C -1.7677 -2.0274 3.4338  -0.076
9 C -1.2627 -1.2435 2.3902  -0.279
10 P -1.7680 -1.6654 0.6963  0.966
11 C -1.2999 -3.3881 0.5350  -0.391
12 C -2.0193 -4.1904 -0.4320  -0.077
13 C -1.4787 -5.4019 -0.8621  -0.074
14 C -0.4153 -5.9748 -0.1764  -0.062
15 C 0.1789 -5.2401 0.8467  -0.075
16 C -0.1974 -3.9412 1.1788  -0.086
17 C -3.5870 -1.6701 0.6749  -0.354
18 C -4.4116 -2.6842 1.2283  -0.085
19 C -5.7649 -2.4471 1.3144  -0.075
20 C -6.3793 -1.3700 0.6628  -0.062
21 C -5.5690 -0.5111 -0.0601  -0.097
22 C -4.1869 -0.6086 0.0016  -0.125
23 C -0.4420 -0.1560 2.7535  -0.137
24 O 0.0279 0.6561 1.6536  -0.071
25 C 1.0482 1.5980 1.9985  -0.118
26 C 1.5256 2.3440 0.8502  -0.257
27 C 2.3686 3.4544 1.1262  -0.087
28 C 2.7194 3.8212 2.4240  -0.050
29 C 2.2646 3.0724 3.4765  -0.024
30 C 1.3322 2.0376 3.2948  -0.091
31 P 1.2689 2.1079 -0.9267  1.007
32 C 3.0154 1.9755 -1.5324  -0.372
33 C 3.8207 0.9227 -1.0982  -0.074
34 C 5.1875 0.9197 -1.4080  -0.086
35 C 5.7692 1.8924 -2.1547  -0.073
36 C 4.9464 2.9457 -2.5738  -0.040
37 C 3.5504 2.9372 -2.3370  -0.090
38 C 0.6801 3.6691 -1.7633  -0.345
39 C 0.4055 4.8733 -1.1022  -0.071
40 C -0.2045 5.9100 -1.8252  -0.073
41 C -0.4943 5.8559 -3.1839  -0.078
42 C -0.0884 4.7166 -3.8730  -0.073
43 C 0.4734 3.6306 -3.1735  -0.110
44 H 1.6753 0.4674 6.3687  0.093
45 H 2.7931 1.4459 5.4368  0.079
46 H 2.3509 -0.2618 4.9558  0.104
47 H -0.4884 1.8282 6.2420  0.085
48 H -0.8626 2.8641 4.8525  0.107
49 H 0.6554 3.1096 5.7249  0.094
50 H -0.4659 -0.5821 6.1257  0.121
51 H -2.1117 -2.1987 5.6188  0.130
52 H -2.3571 -2.9177 3.1497  0.110
53 H -2.9975 -3.8906 -0.8111  0.100
54 H -1.9384 -5.8207 -1.7357  0.104
55 H -0.1331 -7.0309 -0.2876  0.120
56 H 1.0533 -5.6165 1.3734  0.110
57 H 0.3053 -3.2729 1.9181  0.123
58 H -3.9389 -3.5651 1.6420  0.103
59 H -6.4879 -3.1971 1.7539  0.132
60 H -7.4746 -1.2557 0.5953  0.121
61 H -5.9823 0.2318 -0.7182  0.100
62 H -3.5344 0.2184 -0.3723  0.105
63 H 2.7369 3.9581 0.2668  0.091
64 H 3.3776 4.6683 2.5677  0.116
65 H 2.7446 3.2736 4.4326  0.121
66 H 3.3671 0.0064 -0.6021  0.103
67 H 5.8188 0.1881 -0.9293  0.106
68 H 6.7797 1.8041 -2.4784  0.104
69 H 5.2753 3.7268 -3.2214  0.096
70 H 2.8944 3.5974 -2.8680  0.086
71 H 0.6700 4.9719 -0.0814  0.082
72 H -0.4602 6.8304 -1.2631  0.117
73 H -1.0804 6.6092 -3.7109  0.113
74 H -0.2836 4.6405 -4.9572  0.115
75 H 0.7168 2.7392 -3.7161  0.098
76 N 3.6612 -3.5094 -1.1460  0.174
77 C 2.7204 -2.7283 -1.6969  -0.499
78 O 2.1763 -1.7925 -0.9898  -0.213
79 C 2.3218 -2.9909 -3.0645  -0.199
80 C 1.2226 -2.2778 -3.5027  -0.215
81 N 0.2997 -1.5782 -3.6645  0.035
82 C 2.9368 -4.0363 -3.8376  -0.216
83 N 3.5078 -4.9225 -4.3652  0.127
84 H 4.0291 -3.1934 -0.2456  0.123
85 H 4.2411 -4.1945 -1.6613  0.125
86 C -4.0985 -0.8128 -3.4007  -0.209
87 S -2.8576 0.4979 -3.7737  0.918
88 C -1.9343 -0.3491 -5.1011  -0.253
89 O -1.9779 0.5229 -2.5148  -0.798
90 H -3.6150 -1.6273 -2.8858  0.053
91 H -4.4326 -1.1648 -4.3670  0.050
92 H -4.9078 -0.3160 -2.8130  0.053
93 H -2.6248 -0.6594 -5.8889  0.063
94 H -1.4598 -1.2528 -4.6944  0.012
95 H -1.1894 0.3259 -5.4897  0.050

## Properties
HOMO energy: -10.05 eV
Net charge: +1
Spin multiplicity: 1
Molecular weight: 972.0 g mol⁻¹
Lowest unoccupied orbital energy: -2.4031 eV

***

The structure with the least stability is #2.